41
Properties=species:S:1:pos:R:3:lowdin_charge:R:1 method="wB97M-V/def2-TZVPD" charge=+2 homo_lumo_gap_ev=2.11
Be -10.047 12.071 -21.422 1.102
N -5.273 9.601 -20.063 0.350
H -5.235 8.644 -19.742 0.144
H -4.684 10.179 -19.480 0.065
H -6.201 9.997 -20.115 0.094
H -4.954 9.784 -21.003 0.161
Cl -9.049 9.621 -18.908 0.670
O -8.549 8.262 -19.403 -0.324
O -9.111 9.759 -17.504 -0.255
O -8.170 10.591 -19.506 -0.469
O -10.337 9.967 -19.437 -0.358
C -5.454 13.099 -18.330 0.009
C -4.914 12.451 -17.006 -0.413
C -6.015 12.572 -15.934 -0.125
C -5.770 11.664 -14.710 -0.140
C -5.627 10.191 -15.174 -0.083
C -4.466 10.054 -16.207 -0.444
N -4.552 11.057 -17.302 -0.013
O -3.687 10.936 -18.356 0.014
C -3.126 9.948 -15.471 0.005
C -4.639 8.720 -16.920 -0.022
C -3.665 13.236 -16.338 0.043
H -6.291 12.456 -18.604 0.071
H -5.606 14.171 -18.206 0.105
H -4.659 13.098 -19.076 0.081
H -6.353 13.594 -15.762 0.140
H -6.921 12.169 -16.386 0.117
H -4.867 12.032 -14.221 0.107
H -6.582 11.692 -13.984 0.130
H -6.634 9.893 -15.467 0.126
H -5.293 9.633 -14.300 0.138
H -2.317 10.129 -16.179 0.089
H -2.971 8.913 -15.165 0.106
H -2.802 10.668 -14.719 0.099
H -4.254 8.513 -17.918 0.073
H -5.706 8.568 -17.082 0.090
H -4.345 7.904 -16.259 0.110
H -2.812 13.229 -17.016 0.087
H -3.921 14.255 -16.049 0.110
H -3.174 12.784 -15.476 0.076
H -2.877 11.143 -17.885 0.133

45
Properties=species:S:1:pos:R:3:lowdin_charge:R:1 method="wB97M-V/def2-TZVPD" charge=-1 homo_lumo_gap_ev=3.70
Ca -0.606 0.300 -0.103 0.612
N 2.408 0.006 -0.122 0.062
C 2.352 1.254 -0.874 -0.312
C 3.683 1.874 -1.288 -0.135
C 4.623 1.979 -0.090 -0.182
C 5.559 3.175 -0.167 -0.147
N 4.837 4.405 -0.520 0.061
C 4.003 5.020 0.309 -0.440
N 3.434 4.342 1.304 0.194
N 3.783 6.352 0.163 0.166
C 1.526 2.212 0.019 -0.524
O 2.117 2.915 0.877 0.092
O 0.287 2.179 -0.171 -0.187
H 2.924 0.118 0.741 0.081
H 2.807 -0.755 -0.656 0.093
H 1.755 1.062 -1.769 0.146
H 3.460 2.871 -1.677 0.113
H 4.146 1.297 -2.093 0.121
H 5.222 1.074 0.013 0.124
H 4.021 2.078 0.809 0.098
H 6.320 3.024 -0.932 0.124
H 6.055 3.304 0.798 0.126
H 5.253 4.975 -1.237 0.145
H 2.955 3.442 1.015 -0.212
H 2.837 4.902 1.897 0.128
H 4.067 6.762 -0.714 0.104
H 2.874 6.664 0.469 0.115
S -3.371 -3.333 -1.544 -0.380
Sb -2.520 -2.371 0.363 -0.308
S -3.102 -0.042 0.466 -0.305
S -0.143 -2.258 0.222 -0.331
S -3.179 -3.453 2.275 -0.320
C 1.438 -1.097 4.138 -0.329
Sb 0.141 0.184 2.970 1.231
C -1.617 -0.408 4.050 -0.333
C 0.496 1.923 4.221 -0.358
H 1.223 -0.949 5.195 -0.004
H 2.486 -0.865 3.944 -0.017
H 1.244 -2.133 3.865 0.003
H -1.408 -0.398 5.122 0.000
H -1.916 -1.411 3.737 -0.066
H -2.430 0.278 3.818 -0.004
H 0.447 1.662 5.279 -0.008
H -0.253 2.683 3.997 -0.009
H 1.482 2.332 3.993 -0.027

38
Properties=species:S:1:pos:R:3:mulliken_spin:R:1 method="wB97M-V/def2-TZVPD" s2=3.7530 spin_multiplicity=4 charge=+2 homo_lumo_gap_ev="7.53 / 7.62"
C 3.089 4.369 -0.573 0.000
I 2.283 2.384 -0.149 0.000
H 2.414 4.868 -1.264 0.000
H 4.084 4.285 -1.021 0.000
H 3.161 4.938 0.357 0.000
Er -0.641 -0.385 -0.122 3.072
P 0.712 -1.155 -2.135 -0.024
C 2.353 -1.882 -2.003 0.000
C -0.392 -2.410 -2.915 0.000
H -0.004 -2.678 -3.893 0.000
H 1.130 -0.158 -4.296 0.000
H -1.425 -2.004 -3.020 0.000
H -0.205 0.688 -3.444 0.000
H 2.306 -2.731 -1.290 0.000
H -0.478 -3.293 -2.270 0.000
C 0.794 0.219 -3.335 0.001
H 2.698 -2.208 -2.983 0.000
H 1.462 1.001 -2.937 0.000
H 3.028 -1.125 -1.560 0.000
P -1.540 0.569 2.055 -0.022
C -0.670 0.414 3.615 0.000
C -1.969 2.319 1.777 0.000
H -3.730 -0.242 1.268 0.000
H -3.724 0.157 3.022 0.000
H -3.000 -1.371 2.413 0.000
C -3.154 -0.306 2.218 0.000
H -2.505 2.431 0.813 0.000
H -2.589 2.665 2.597 0.000
H -1.286 0.829 4.413 0.000
H 0.291 0.958 3.520 0.000
H -1.035 2.897 1.692 0.000
H -0.428 -0.649 3.795 0.000
C 1.341 -0.829 1.106 -0.006
O 2.234 -1.185 1.735 0.002
Cl -0.813 -2.948 2.134 -0.001
C -1.079 -2.520 0.479 -0.017
H -0.556 -3.264 -0.122 -0.001
H -2.156 -2.646 0.321 -0.001

41
Properties=species:S:1:pos:R:3:lowdin_charge:R:1 method="wB97M-V/def2-TZVPD" charge=+1 homo_lumo_gap_ev=7.00
C 3.142 1.744 0.819 -0.307
P 2.010 1.318 -0.660 0.886
C 0.634 2.697 -0.622 -0.287
N 1.098 -0.196 -0.424 -0.281
C 0.670 -0.500 -1.845 -0.280
N -0.585 -0.324 -2.373 0.106
C -1.793 0.242 -1.661 -0.159
C -2.135 -0.445 -0.212 -0.199
C -3.682 -0.084 0.206 -0.177
C -3.662 0.704 1.679 -0.273
N -3.358 2.186 1.550 -0.044
N 1.955 -1.050 -2.470 -0.435
Cl 1.549 -2.365 -3.540 0.687
C 2.860 -1.619 -1.357 -0.217
C 1.877 -1.445 -0.056 -0.473
P 2.567 -1.657 1.713 0.899
N 2.290 -3.371 2.248 -0.210
O 1.537 -0.599 2.701 -0.355
H 2.434 2.064 1.715 0.064
H 3.766 2.711 0.503 0.081
H 3.868 0.863 1.094 0.035
H 1.095 3.774 -0.527 0.072
H -0.021 2.493 0.339 0.044
H 0.012 2.662 -1.627 0.042
H -0.702 -0.580 -3.399 0.172
H -2.729 0.011 -2.365 0.153
H -1.781 1.423 -1.551 0.129
H -1.443 0.104 0.592 0.085
H -1.860 -1.587 -0.134 0.126
H -4.055 0.739 -0.572 0.112
H -4.361 -1.043 0.213 0.122
H -4.650 0.514 2.284 0.119
H -2.780 0.249 2.340 0.119
H -3.707 2.572 0.621 0.078
H -2.309 2.261 1.491 0.047
H 3.935 -1.167 -1.254 0.141
H 2.906 -2.773 -1.638 0.102
H 1.135 -2.367 -0.196 0.128
H 1.348 -3.469 2.696 0.041
H 2.321 -3.992 1.385 0.047
H 0.604 -0.697 2.296 0.059

DFT total energy values (in Eh) by entry order: -1316.14697; -3477.20371; -2886.99117; -1848.16687.